## P
The following is a quantum chemistry calculation of a 2-piece molecular cluster, C4H13N2 overall, from OMol25.

Last column: natural (NBO) charge in e.
CARTESIAN COORDINATES (ANGSTROEM)
C1 -0.639 -1.592 0.467  -0.517
C2 0.350 -0.694 -0.297  -0.167
C3 1.747 -0.829 0.301  -0.437
C4 2.724 0.175 -0.256  -0.255
N1 2.513 1.420 0.415  -0.634
N2 0.015 0.702 -0.223  -0.156
H1 -0.660 -1.087 1.503  0.244
H2 -1.512 -1.578 0.014  0.219
H3 -0.260 -2.636 0.530  0.271
H4 0.320 -0.975 -1.353  0.271
H5 2.206 -1.914 0.270  0.272
H6 1.725 -0.430 1.319  0.241
H7 3.788 -0.188 -0.109  0.259
H8 2.545 0.182 -1.379  0.210
H9 3.043 2.239 0.128  0.405
H10 1.442 1.603 0.311  0.401
H11 -0.782 0.918 -0.876  0.375
H12 -9.342 2.442 -0.722  0.002
H13 -9.222 2.243 -0.043  -0.002

Calculated values
Total charge   +1
E_HOMO   -14.282 eV



## Q
The following is a quantum chemistry calculation of an isolated ion of composition C4H13N2 and charge +1, from OMol25.

Last column: natural (NBO) charge in e.
CARTESIAN COORDINATES (ANGSTROEM)
C1 2.161 0.797 0.529  -0.626
C2 0.890 0.267 -0.095  -0.056
N1 0.082 1.308 -0.818  -0.868
C3 -0.042 -0.378 0.923  -0.445
C4 -1.012 -1.398 0.385  -0.211
N2 -1.844 -0.741 -0.708  -0.725
H1 2.750 1.379 -0.178  0.231
H2 1.924 1.397 1.417  0.217
H3 2.784 -0.017 0.882  0.233
H4 1.138 -0.460 -0.868  0.189
H5 0.118 2.179 -0.289  0.384
H6 0.519 1.502 -1.714  0.387
H7 0.451 -0.735 1.826  0.259
H8 -0.634 0.446 1.370  0.218
H9 -1.663 -1.765 1.169  0.237
H10 -0.531 -2.258 -0.071  0.225
H11 -2.828 -0.664 -0.451  0.438
H12 -1.445 0.235 -0.872  0.478
H13 -1.826 -1.205 -1.616  0.436

Calculated values
SMILES string   C[C@H](N)CC[NH3+]
Total charge   +1
E_HOMO   -14.299 eV



## R
The following is a quantum chemistry calculation of an isolated ion of composition C4H13N2 and charge +1, from OMol25.

Last column: natural (NBO) charge in e.
CARTESIAN COORDINATES (ANGSTROEM)
C1 -0.643 0.257 -2.393  -0.620
C2 -1.200 0.159 -1.049  -0.467
C3 -0.232 -0.331 -0.028  -0.030
N1 -0.772 -0.889 1.378  -0.692
C4 0.893 0.797 0.334  -0.231
N2 1.784 0.108 1.643  -0.882
H1 -1.228 0.312 -3.388  0.285
H2 0.320 0.978 -2.235  0.210
H3 -0.093 -0.751 -2.646  0.207
H4 -2.132 -0.402 -1.094  0.237
H5 -1.443 1.187 -0.750  0.214
H6 0.352 -1.039 -0.538  0.220
H7 -1.559 -0.367 1.581  0.425
H8 -0.044 -0.766 2.114  0.477
H9 -0.930 -1.884 1.409  0.439
H10 0.494 1.731 0.483  0.208
H11 1.612 0.772 -0.606  0.231
H12 2.149 0.875 2.146  0.385
H13 2.505 -0.472 1.196  0.384

Calculated values
SMILES string   CC[C@H]([NH3+])CN
Total charge   +1
E_HOMO   -14.448 eV



Which structure is the least stable? The one labeled P.



## P
The following is a quantum chemistry calculation of an isolated ion of composition C2H7IN3 and charge +1, from OMol25.

Last column: natural (NBO) charge in e.
CARTESIAN COORDINATES (ANGSTROEM)
N1 -1.277 1.046 -0.411  -0.863
C1 -1.336 -0.259 0.242  -0.071
N2 0.023 -0.745 0.159  -0.543
I1 0.438 -2.763 0.307  0.473
C2 0.921 0.251 0.009  0.374
N3 2.184 -0.011 -0.032  -0.715
H1 -1.561 1.031 -1.341  0.385
H2 -1.791 1.841 -0.120  0.402
H3 -1.879 -1.021 -0.323  0.194
H4 -1.851 -0.349 1.216  0.229
H5 0.759 1.289 0.096  0.266
H6 2.426 -1.036 0.116  0.414
H7 2.945 0.727 0.082  0.454

Calculated values
SMILES string   NCN(I)C=[NH2+]
Total charge   +1
E_HOMO   -13.833 eV



## Q
The following is a quantum chemistry calculation of a 2-piece molecular cluster, C2H7IN3 overall, from OMol25.

Last column: natural (NBO) charge in e.
CARTESIAN COORDINATES (ANGSTROEM)
C1 1.255 1.268 -0.172  0.738
C2 1.374 0.602 -1.412  -0.805
N1 1.263 1.903 0.801  -0.453
N2 -0.782 -0.750 0.128  -0.783
N3 -2.044 -1.299 0.579  -0.553
I1 0.687 -1.491 1.453  0.144
H1 0.573 -0.157 -1.335  0.359
H2 2.294 0.001 -1.327  0.317
H3 1.296 1.463 -2.190  0.316
H4 1.143 2.546 1.505  0.476
H5 -2.122 -0.963 1.495  0.407
H6 -2.202 -2.327 0.530  0.403
H7 -2.733 -0.797 -0.056  0.434

Calculated values
Total charge   +1
E_HOMO   -11.550 eV



Which structure is the least stable? The one labeled Q.



## P
The following is a quantum chemistry calculation of an isolated ion of composition C5H7N2 and charge +1, from OMol25.

Last column: natural (NBO) charge in e.
CARTESIAN COORDINATES (ANGSTROEM)
C1 -0.243 1.794 -0.023  -0.008
C2 0.929 1.212 -0.039  -0.147
C3 -1.310 -0.007 -0.033  0.193
C4 -2.565 -0.354 0.102  -0.454
C5 2.159 -0.922 0.098  0.035
N1 -0.142 -0.852 -0.001  -0.431
N2 1.066 -0.174 -0.038  -0.063
H1 -0.637 2.706 0.120  0.234
H2 1.857 1.875 -0.080  0.276
H3 -2.762 -1.382 0.046  0.229
H4 -3.427 0.292 -0.031  0.263
H5 2.225 -1.940 0.045  0.225
H6 3.070 -0.539 0.352  0.223
H7 -0.220 -1.709 -0.519  0.425

Calculated values
Total charge   +1
E_HOMO (spin up / spin down)   -13.433 / -13.432 eV



## Q
The following is a quantum chemistry calculation of an isolated ion of composition C5H7N2 and charge +1, from OMol25.

Last column: natural (NBO) charge in e.
CARTESIAN COORDINATES (ANGSTROEM)
C1 1.329 -0.023 -1.340  -0.439
C2 1.286 -0.459 -0.019  0.058
C3 0.360 0.798 -1.653  0.540
C4 0.165 -0.403 0.958  -0.498
C5 -1.230 0.308 0.438  -0.294
N1 -1.118 1.442 -0.366  -0.102
N2 -0.603 1.556 -1.629  -0.361
H1 2.115 -0.376 -2.058  0.304
H2 2.157 -1.128 0.383  0.265
H3 0.117 -1.465 1.326  0.289
H4 0.444 0.039 1.910  0.281
H5 -1.788 -0.451 -0.078  0.227
H6 -1.818 0.629 1.266  0.263
H7 -0.957 2.364 -2.231  0.466

Calculated values
Total charge   +1
E_HOMO (spin up / spin down)   -13.917 / -13.248 eV



Which structure is the least stable? The one labeled Q.



## P
The following is a quantum chemistry calculation of an isolated ion of composition C5H7N2 and charge +1, from OMol25.

Last column: natural (NBO) charge in e.
CARTESIAN COORDINATES (ANGSTROEM)
C1 0.706 1.388 -0.299  0.150
N1 1.680 0.663 0.215  -0.389
C2 1.536 -0.660 0.289  0.286
N2 0.465 -1.285 -0.288  -0.471
C3 -0.757 -0.716 -0.371  0.063
C4 -1.173 0.187 0.779  -0.409
C5 -0.677 1.078 -0.295  -0.219
H1 0.867 2.414 -0.531  0.242
H2 2.328 -1.396 0.475  0.236
H3 0.700 -2.110 -0.808  0.450
H4 -1.542 -1.294 -0.762  0.265
H5 -0.500 -0.030 1.598  0.242
H6 -2.203 0.052 0.867  0.264
H7 -1.429 1.710 -0.870  0.289

Calculated values
SMILES string   C1=NC=[NH+][C@H]2C[C@@H]12
Total charge   +1
E_HOMO   -14.842 eV



## Q
The following is a quantum chemistry calculation of an isolated ion of composition C5H7N2 and charge +1, from OMol25.

Last column: natural (NBO) charge in e.
CARTESIAN COORDINATES (ANGSTROEM)
C1 -1.268 1.165 0.063  -0.723
C2 0.142 0.850 0.135  0.355
C3 1.345 1.480 0.013  -0.413
C4 2.176 0.410 -0.246  0.545
N1 1.919 -0.795 0.062  -0.201
N2 0.630 -0.829 0.196  -0.023
C5 -0.222 -1.926 -0.044  -0.455
H1 -1.413 2.186 -0.291  0.285
H2 -1.713 1.091 1.062  0.287
H3 -1.801 0.482 -0.601  0.266
H4 1.552 2.527 -0.081  0.307
H5 -0.927 -1.991 0.791  0.256
H6 -0.793 -1.810 -0.971  0.246
H7 0.373 -2.841 -0.088  0.270

Calculated values
SMILES string   Cc1cc#[n+]n1C
Total charge   +1
E_HOMO (spin up / spin down)   -14.979 / -14.806 eV



Which structure is the least stable? The one labeled Q.



## P
The following is a quantum chemistry calculation of a 2-piece molecular cluster, C2H2Cl4O overall, from OMol25.

Last column: natural (NBO) charge in e.
CARTESIAN COORDINATES (ANGSTROEM)
C1 -1.173 -0.926 0.008  0.069
C2 0.826 1.162 -0.377  -0.221
O1 -0.188 -1.880 -0.239  -0.665
Cl1 -1.280 -0.292 1.600  0.007
Cl2 2.270 0.388 0.109  0.053
Cl3 0.698 1.802 -1.932  0.093
Cl4 0.345 2.330 0.953  -0.026
H1 -1.990 -0.853 -0.665  0.195
H2 0.491 -1.730 0.542  0.495

Calculated values
E_HOMO (spin up / spin down)   -8.840 / -7.752 eV



## Q
The following is a quantum chemistry calculation of a 2-piece molecular cluster, C2H2Cl4O overall, from OMol25.

Last column: natural (NBO) charge in e.
CARTESIAN COORDINATES (ANGSTROEM)
C1 -0.172 -0.161 -1.975  0.035
C2 -0.188 -0.218 1.920  -0.269
O1 0.737 0.588 -2.596  -0.669
Cl1 0.080 -0.735 -0.412  0.123
Cl2 -1.409 0.997 2.146  0.017
Cl3 -0.639 -1.683 2.591  0.074
Cl4 1.325 0.400 2.629  -0.012
H1 -1.307 -0.006 -2.312  0.193
H2 1.574 0.820 -1.990  0.506

Calculated values
E_HOMO (spin up / spin down)   -7.627 / -8.537 eV



Which structure is the least stable? The one labeled Q.



## P
The following is a quantum chemistry calculation of an isolated ion of composition C5H11N and charge -1, from OMol25.

Last column: Löwdin spin population.
CARTESIAN COORDINATES (ANGSTROEM)
C1 -1.998 -1.166 -0.446  0.003
N1 -0.569 -1.365 -0.461  0.011
C2 0.058 -0.951 0.796  0.029
C3 0.364 0.567 0.830  0.071
C4 1.554 0.850 -0.011  0.338
C5 1.768 2.035 -0.769  0.361
H1 -2.474 -1.819 0.302  0.002
H2 -2.491 -0.183 -0.302  0.001
H3 -2.468 -1.506 -1.380  0.000
H4 -0.198 -0.834 -1.242  0.006
H5 -0.548 -1.319 1.632  0.009
H6 1.031 -1.446 0.866  0.002
H7 -0.499 1.085 0.400  0.006
H8 0.506 0.862 1.897  0.038
H9 2.448 0.221 0.084  0.022
H10 1.094 2.870 -0.568  0.054
H11 2.420 2.098 -1.630  0.047

Calculated values
Multiplicity   2
Total charge   -1
E_HOMO (spin up / spin down)   1.063 / -2.518 eV



## Q
The following is a quantum chemistry calculation of an isolated ion of composition C5H11N and charge -1, from OMol25.

Last column: Löwdin spin population.
CARTESIAN COORDINATES (ANGSTROEM)
C1 -0.251 -1.462 -0.762  0.091
C2 -0.969 -0.051 -0.463  0.165
C3 0.008 0.886 0.189  0.054
C4 -0.030 1.022 1.515  0.192
C5 0.793 1.805 -0.735  0.110
N1 0.454 -1.965 0.377  0.021
H1 0.268 -1.062 -1.630  0.010
H2 -1.071 -2.138 -1.088  0.041
H3 -1.654 -0.320 0.340  0.060
H4 -1.405 0.319 -1.393  0.055
H5 0.620 1.671 2.108  0.031
H6 -0.675 0.394 2.128  0.057
H7 0.295 2.734 -1.075  0.043
H8 1.649 2.119 -0.113  0.011
H9 1.124 1.420 -1.694  0.017
H10 0.359 -2.975 0.420  0.021
H11 0.038 -1.706 1.265  0.024

Calculated values
Multiplicity   2
Total charge   -1
E_HOMO (spin up / spin down)   1.350 / -5.044 eV



Which structure is the least stable? The one labeled P.